Record 1
Formula: C20H21CoN3O3S
Source: OMol25
Level of theory: ωB97M-V with the def2-TZVPD basis set

XYZ file:
```
49
Properties=species:S:1:pos:R:3:forces:R:3
C -0.9351 0.8428 2.2157 -0.6 3.3 -3.1
C -0.6644 -0.5842 2.2702 0.9 -2.9 -1.7
H -0.1704 1.6172 2.3452 0.3 -0.7 0.9
H -1.8234 1.2386 2.6418 -0.8 0.0 0.9
H -1.0734 1.1009 1.0980 -0.4 -0.4 1.3
H -0.3716 -0.8040 1.2158 0.2 -0.4 0.7
H 0.1707 -0.9704 2.8511 -0.1 0.4 0.3
H -1.4888 -1.2979 2.4147 -0.2 0.8 0.4
C 0.4931 2.4016 -1.3567 0.1 -1.1 -1.6
C 1.0097 3.3093 -2.2807 0.0 -0.2 0.7
C 1.3083 2.8740 -3.5672 0.0 -0.5 -0.6
C 1.1987 1.5284 -3.9387 -0.1 -0.1 0.6
H 0.2769 2.6279 -0.3119 -0.2 -0.1 -0.4
H 1.1398 4.3444 -1.9794 0.1 -0.2 -0.2
H 1.6500 3.5770 -4.3171 0.0 0.1 0.1
H 1.4050 1.1296 -4.9181 0.4 0.4 -0.2
N 0.2441 1.1317 -1.7944 3.1 2.5 0.4
C 0.7377 0.6295 -2.9809 -0.1 2.5 0.9
C 0.6236 -0.8184 -3.0470 -1.1 -2.1 1.5
N 0.0190 -1.3286 -1.9021 2.5 -3.2 -0.5
C -0.1255 -2.6611 -1.6571 0.6 0.9 -1.6
C 0.7168 -3.0417 -3.8823 -0.1 -0.1 0.2
C 0.2180 -3.5578 -2.6755 0.1 0.8 0.5
H -0.5256 -2.9481 -0.6818 0.0 0.2 -0.4
H 0.0659 -4.6153 -2.5139 0.1 0.0 -0.2
C 0.9245 -1.6822 -4.0770 0.2 0.3 -0.2
H 1.2864 -1.2271 -4.9954 0.1 -0.6 0.0
H 0.9440 -3.7193 -4.6897 0.0 -0.1 -0.1
Co -1.1520 0.0106 -1.8753 -5.3 0.8 2.1
C -2.8337 -0.0525 -0.8292 0.1 -0.1 -0.3
H -3.2399 -0.9192 -1.3710 -0.5 0.1 0.0
H -3.2832 0.8767 -1.2110 -0.3 -0.2 0.1
H -3.0879 -0.1649 0.2372 0.6 0.1 -0.5
O 6.5260 1.4583 1.7745 0.3 -0.2 -0.4
S 5.7389 0.2571 1.8867 -2.7 0.0 0.8
O 6.4023 -0.9945 2.1763 0.2 0.4 -0.5
N 4.5886 0.1370 0.7448 -0.1 -0.1 -1.2
C 3.2908 0.2825 1.1196 1.4 -0.1 -0.2
O 2.2859 0.2535 0.3716 0.7 0.1 0.7
C 3.2512 0.4994 2.6170 -0.6 0.2 0.8
C 2.1641 0.6830 3.4708 0.1 0.0 -0.5
C 2.3514 0.8728 4.8364 0.0 0.0 0.0
C 3.6391 0.8831 5.3827 0.3 -0.1 -0.6
C 4.7468 0.6943 4.5378 -0.7 0.0 -0.3
C 4.5066 0.5177 3.1721 1.0 0.0 1.0
H 1.1799 0.6866 3.0320 0.3 0.0 0.3
H 1.4736 1.0188 5.4716 0.3 0.0 -0.1
H 3.7791 1.0395 6.4454 0.0 0.0 0.0
H 5.7683 0.6802 4.9025 -0.1 0.0 0.1
```
Forces are in eV/Å.

Properties
multiplicity = 4
E = -2945.4552 Ha
⟨S²⟩ = 3.77
energy relative to the best compared isomer or geometry (same formula, charge and spin) = 0.274 eV
highest occupied orbital energy (alpha / beta) = -7.4 / -7.4 eV

Atomic partial charges in e from the Mulliken method, atoms 1 to 4:
1 C -0.651
2 C -0.604
3 H 0.230
4 H 0.407

=====

Record 2
Formula: C20H21F3Li2N3O5
Source: OMol25
Level of theory: ωB97M-V with the def2-TZVPD basis set

XYZ file:
```
54
Properties=species:S:1:pos:R:3:forces:R:3
Li -1.5421 -2.0954 1.8108 1.6 -0.1 -0.1
Li 0.2408 -0.8539 -0.0909 -0.3 -0.7 1.0
C 0.7937 -2.8640 2.3003 2.5 -1.5 4.9
O -0.1338 -3.3838 2.9270 -5.0 -2.2 2.4
O 0.4822 -2.2868 1.2908 -1.6 4.8 -7.9
O 1.9292 -2.8733 2.8187 2.6 0.4 -0.3
C -2.5119 0.3637 -0.3765 -0.7 -2.0 2.2
O -2.5454 -0.3721 -1.5848 0.4 -0.4 -1.8
O -1.7210 -0.3469 0.5611 -1.0 2.0 -2.2
C -2.2916 1.9014 -0.5264 1.9 0.2 -1.5
F -1.2513 2.2422 -1.3223 0.5 -0.7 -1.5
F -3.3409 2.5832 -1.0445 -0.6 -0.7 -0.1
F -1.9590 2.5377 0.5560 -0.5 0.2 2.7
C -3.5884 -0.1864 -2.5696 0.2 0.5 0.3
C -3.4577 -1.1173 -3.7717 1.3 0.5 0.2
H -4.2614 -0.9266 -4.4830 -0.2 -0.2 0.2
H -2.5366 -0.8540 -4.2917 0.1 0.0 -0.1
H -3.3482 -2.1737 -3.5263 -0.4 0.0 0.2
H -3.5359 0.8429 -2.9242 0.0 0.1 -0.2
H -4.6026 -0.3081 -2.1890 0.0 -0.1 0.8
H -3.5742 0.3870 -0.1334 -0.6 -0.1 1.0
N 1.1421 1.7511 5.2909 -0.7 -0.7 -2.1
C 0.1459 2.5519 5.6578 0.2 -1.2 0.3
C -1.0324 2.6800 4.9220 -0.4 1.7 1.7
C -1.1904 2.0972 3.7250 -0.1 0.0 -0.9
C -0.1602 1.3204 3.2686 0.1 -1.0 -0.5
C 0.9425 1.1240 4.0707 0.7 0.7 1.2
H 0.2983 2.9168 6.6628 -0.4 0.7 0.0
H -1.8523 3.3111 5.2317 0.1 0.2 0.6
H -2.0848 2.2943 3.1526 0.0 -0.3 -0.2
H -0.3132 0.8003 2.3346 0.4 -0.2 -0.2
H 1.7189 0.4446 3.7511 0.1 -0.1 0.1
N 1.7571 0.4691 0.1552 1.0 0.7 -1.0
C 1.8857 1.5599 -0.6589 -1.2 -0.9 1.8
C 2.7636 2.5499 -0.3770 1.3 0.4 -0.1
C 3.7840 2.2958 0.5327 0.9 -1.0 0.2
C 3.8574 1.0467 1.1840 -0.7 1.7 -0.5
C 2.7524 0.2350 1.0484 -1.1 -0.5 -0.8
H 1.1708 1.8147 -1.4274 -0.5 -0.8 0.0
H 2.6428 3.4389 -0.9782 0.5 0.3 0.2
H 4.6262 2.9577 0.6704 -0.2 0.4 0.0
H 4.6646 0.7892 1.8538 0.0 0.0 0.0
H 2.6464 -0.6734 1.6228 -0.2 -0.4 0.2
N 0.7540 -1.6968 -1.8954 0.0 -0.8 -0.7
C -0.2188 -2.4100 -2.5636 2.9 -0.1 -0.1
C 0.1274 -3.1921 -3.7084 -0.6 0.8 1.5
C 1.4349 -3.1676 -4.1605 -0.5 0.1 0.1
C 2.3722 -2.4012 -3.5039 0.6 0.4 0.9
C 2.0486 -1.7287 -2.3081 -2.1 -0.4 -1.7
H -1.1661 -2.3744 -2.0461 -0.3 0.0 -0.5
H -0.5907 -3.8190 -4.2161 -0.2 0.1 0.1
H 1.6753 -3.7603 -5.0307 0.2 0.1 -0.1
H 3.3731 -2.3146 -3.9001 0.2 -0.1 0.1
H 2.7807 -1.1265 -1.7905 -0.1 -0.1 0.3
```
Forces are in eV/Å.

Properties
E = -1629.9971 Ha
energy relative to the best compared isomer or geometry (same formula, charge and spin) = 1.338 eV
net charge = -1
highest occupied orbital energy = -2.6 eV

Atomic partial charges in e from the Mulliken method, atoms 1 to 4:
1 Li 0.746
2 Li 1.201
3 C 0.448
4 O -0.933

=====

Record 3
Formula: C20H21IrN4O4S2
Source: OMol25
Level of theory: ωB97M-V with the def2-TZVPD basis set

XYZ file:
```
52
Properties=species:S:1:pos:R:3:forces:R:3
Ir 0.0876 0.5070 0.3985 -0.2 -0.4 -0.1
O 0.4912 -4.2654 -0.6140 0.0 0.0 0.2
C 0.3120 -2.9467 -0.7737 0.1 -0.2 -0.1
O 1.0750 -2.2646 -1.3980 -0.2 0.3 0.0
C -0.9952 -2.5038 -0.1743 0.0 0.0 0.0
C -1.9889 -3.4585 -0.0376 -0.1 0.0 -0.1
C -3.2769 -3.0773 0.3109 0.1 0.0 0.0
C -3.5310 -1.7372 0.4861 0.0 0.1 0.0
C -2.4806 -0.8383 0.3827 -0.2 -0.1 0.1
N -1.2231 -1.2001 0.0936 0.1 0.1 -0.1
C -2.7809 0.6341 0.6040 0.0 -0.1 0.0
O -3.9197 1.0077 0.7094 0.0 0.0 0.0
O -1.7222 1.3926 0.6516 0.1 0.1 -0.1
H 1.3097 -4.5028 -1.0764 0.0 0.0 0.0
H -1.7530 -4.4893 -0.2446 0.0 0.0 0.0
H -4.0611 -3.8150 0.4107 0.0 0.0 0.0
H -4.5092 -1.3403 0.7166 0.0 0.0 0.0
S 0.2512 -0.2316 2.5058 0.2 0.1 0.1
C 1.9535 -0.3537 2.7933 -0.2 0.0 0.1
C 2.4388 -0.5305 4.0961 0.0 0.0 0.1
C 3.7873 -0.7033 4.2980 0.0 0.0 0.0
C 4.6862 -0.7052 3.2142 0.0 0.0 0.0
C 4.2231 -0.5355 1.9373 0.0 0.0 0.0
C 2.8419 -0.3481 1.7103 0.0 0.0 -0.2
S 2.2355 -0.2020 0.1182 0.1 -0.2 0.0
H 1.7488 -0.5310 4.9303 0.0 0.0 0.0
H 4.1621 -0.8383 5.3036 0.0 0.0 0.0
H 5.7438 -0.8408 3.3932 0.0 0.0 0.0
H 4.8975 -0.5392 1.0904 0.0 0.0 0.0
C -0.0562 5.3748 3.0128 0.0 0.0 0.0
C -0.1698 3.9621 3.5476 0.0 0.0 0.0
N 0.0177 3.0222 2.4510 -0.1 0.0 0.0
C 0.7917 3.2719 1.3850 -0.1 0.0 -0.2
N 0.8524 2.3714 0.3997 0.2 0.2 0.2
C 1.5466 2.7697 -0.8302 0.0 0.0 0.0
C 2.8333 3.4924 -0.4841 0.0 0.0 0.0
C 2.4613 4.7295 0.2977 0.0 0.0 0.0
N 1.4787 4.4272 1.3356 0.0 0.0 0.0
C 1.2762 5.5052 2.3077 0.0 0.0 0.0
H -0.1182 6.1040 3.8193 0.0 0.0 0.0
H -0.8730 5.5689 2.3148 0.0 0.0 0.0
H -1.1505 3.7744 3.9790 0.0 0.0 0.0
H 0.5768 3.7848 4.3264 0.0 0.0 0.0
H -0.6880 2.3185 2.3033 0.0 0.0 0.0
H 0.8963 3.4037 -1.4415 0.0 0.0 0.0
H 1.7555 1.8750 -1.4160 0.0 0.0 0.0
H 3.3832 3.7798 -1.3796 0.0 0.0 0.0
H 3.4664 2.8274 0.1074 0.0 0.0 0.0
H 2.0323 5.4817 -0.3718 0.0 0.0 0.0
H 3.3341 5.1769 0.7769 0.0 0.0 0.0
H 1.3349 6.4477 1.7609 0.0 0.0 0.0
H 2.0979 5.4917 3.0303 0.0 0.0 0.0
```
Forces are in eV/Å.

Properties
multiplicity = 2
E = -2195.3284 Ha
⟨S²⟩ = 0.77
energy relative to the best compared isomer or geometry (same formula, charge and spin) = 0.000 eV
net charge = +1
highest occupied orbital energy (alpha / beta) = -10.6 / -10.9 eV

Atomic partial charges in e from the Mulliken method, atoms 1 to 4:
1 Ir 1.339
2 O -0.445
3 C 0.092
4 O -0.538

=====

Record 4
Formula: C20H21KN3O4
Source: OMol25
Level of theory: ωB97M-V with the def2-TZVPD basis set

XYZ file:
```
49
Properties=species:S:1:pos:R:3:forces:R:3
K 0.0000 0.0000 0.0000 1.8 0.9 0.4
O 2.3201 -2.7464 -0.4383 0.0 -1.0 -0.1
C 2.9732 -1.7204 -0.3385 -1.9 -2.0 -0.1
N 4.3192 -1.6921 -0.4003 2.1 0.0 0.0
C 4.7683 -0.3215 -0.2469 1.7 -1.0 0.0
C 3.4308 0.3703 -0.1080 -2.3 0.6 0.0
O 3.2577 1.5713 0.0292 0.9 0.8 0.1
N 2.4161 -0.5116 -0.1644 1.5 0.9 0.2
C 5.4976 0.1139 -1.5270 0.7 0.6 -0.4
C 6.8407 0.5582 -1.5363 -0.7 -0.2 -0.5
C 7.4604 0.9355 -2.7316 -0.6 -0.2 -0.1
C 6.7606 0.8746 -3.9363 0.0 0.0 0.3
C 5.4387 0.4318 -3.9511 0.2 -0.1 0.6
C 4.8126 0.0525 -2.7609 0.6 0.2 0.2
C 5.5825 -0.1299 1.0426 0.4 0.2 0.4
C 5.9622 1.1699 1.4447 0.2 -0.5 0.3
C 6.6961 1.3728 2.6161 -0.2 -0.5 -0.3
C 7.0622 0.2859 3.4098 -0.2 -0.1 -0.2
C 6.6940 -1.0061 3.0340 -0.1 0.5 -0.3
C 5.9598 -1.2173 1.8628 0.1 0.8 -0.1
H 4.9220 -2.5166 -0.5422 -0.9 1.0 0.1
H 7.4295 0.6124 -0.6333 -0.2 0.0 0.2
H 8.4886 1.2736 -2.7230 0.0 0.0 0.0
H 7.2444 1.1668 -4.8594 0.0 0.0 0.0
H 4.8970 0.3807 -4.8867 0.0 0.0 0.0
H 3.7862 -0.2892 -2.8037 -0.1 0.0 0.2
H 5.6924 2.0302 0.8455 -0.2 -0.1 -0.1
H 6.9813 2.3751 2.9085 0.0 0.0 0.0
H 7.6305 0.4449 4.3171 0.0 0.0 0.0
H 6.9776 -1.8481 3.6523 0.0 0.0 0.0
H 5.6949 -2.2342 1.6122 -0.2 0.1 -0.2
O -2.5671 -3.7366 1.1460 0.4 1.8 -0.7
C -2.2902 -2.6021 0.7035 0.5 -0.3 0.4
O -1.1909 -1.9769 0.5391 -1.0 -1.5 0.6
C -3.4706 -1.7192 0.2163 -0.5 0.3 -0.1
N -2.9276 -0.3837 -0.3417 0.6 -1.1 1.2
C -3.3476 -0.2507 -1.7476 -0.5 0.4 -0.6
C -4.5703 -1.1379 -1.8382 -0.4 -0.1 -0.2
C -4.2066 -2.3283 -0.9678 -0.5 -0.3 -0.1
H -4.1414 -1.4517 1.0385 0.1 -0.2 -0.1
H -1.8929 -0.5568 -0.2426 -1.3 -0.4 -0.3
H -3.1467 0.3911 0.2874 -0.2 -0.1 -0.5
H -2.5259 -0.6154 -2.3720 -0.1 0.4 0.2
H -3.5513 0.8017 -1.9585 0.4 -0.3 -0.2
H -4.7984 -1.4277 -2.8679 0.0 0.1 0.1
H -5.4468 -0.6224 -1.4272 0.0 0.0 -0.1
H -3.5643 -3.0224 -1.5238 0.0 0.1 0.2
H -5.0947 -2.8845 -0.6516 0.3 0.0 0.0
H -0.7391 0.8101 -1.9891 -0.5 0.3 -0.3
```
Forces are in eV/Å.

Properties
E = -1839.9330 Ha
net charge = -1
highest occupied orbital energy = -3.4 eV

Atomic partial charges in e from the Mulliken method, atoms 1 to 4:
1 K 0.227
2 O -0.772
3 C 0.052
4 N 0.041

=====

Record 5
Formula: C20H21N3O2
Source: OMol25
Level of theory: ωB97M-V with the def2-TZVPD basis set

XYZ file:
```
46
Properties=species:S:1:pos:R:3:forces:R:3
O 1.8947 -1.1905 0.0868 -4.3 1.5 1.0
N 0.2183 -5.0366 -0.0765 0.3 0.4 -0.1
O 0.2131 4.8220 1.6986 -0.1 0.3 -0.3
C 0.6214 -1.3451 0.2845 4.5 -3.1 -1.0
C 0.8433 -3.8435 -0.0736 -2.0 0.4 0.1
C -1.1274 -5.1271 0.1730 1.4 3.3 0.4
C -0.8086 2.7308 2.3147 0.3 1.0 -0.5
C 0.5590 2.8436 0.3077 -1.2 -0.1 1.1
C -1.0946 1.4075 1.9602 1.6 -1.0 0.7
C 0.2750 1.5073 0.0088 1.3 0.4 0.2
C 0.0065 3.5189 1.4232 -0.6 -2.8 0.3
C 0.1047 -2.7040 0.2431 -0.2 -0.6 -0.1
C -1.2692 -2.7109 0.4851 1.5 -0.7 -1.7
C -0.3540 0.7098 0.9610 -2.1 3.1 -1.2
C -1.9296 -3.9499 0.3487 0.6 0.4 0.3
N -1.6422 -1.3648 0.6371 0.6 -1.9 2.1
N -0.4654 -0.6212 0.5943 0.1 0.9 -0.1
C -1.5755 -6.5116 0.4650 -0.5 0.1 0.2
C -3.3778 -4.0284 0.6686 0.1 -3.0 0.4
C -3.0736 -6.6080 0.8628 -0.9 0.9 0.5
C -3.4482 -5.2875 1.6043 -0.9 -0.7 0.6
C 1.1892 7.2397 -0.3783 3.7 0.1 -0.4
C 0.4862 7.2102 0.9169 -1.0 -0.9 -0.3
C 1.3273 5.7034 -0.4537 -2.3 1.7 -1.4
C 0.1036 5.6743 0.5627 0.5 1.6 0.6
H 1.8694 -3.5830 -0.3545 -0.1 -1.2 0.1
H -1.1707 3.2019 3.2833 0.2 -0.7 -1.6
H 1.2422 3.3408 -0.3071 0.6 0.8 -1.0
H -1.7284 0.8088 2.5901 -0.2 -0.1 0.3
H 0.6707 1.0930 -0.9476 -0.2 0.2 1.1
H -2.4459 -1.0191 0.1952 -0.9 0.9 -0.9
H -0.8242 -6.8204 1.2920 -1.5 -0.1 -1.4
H -1.4378 -7.0130 -0.4757 0.5 -1.0 -0.1
H -3.7027 -3.1705 1.2412 -0.4 0.4 -0.4
H -3.9635 -4.3368 -0.2362 0.1 1.0 0.8
H -3.1746 -7.4118 1.5831 -0.1 -0.2 0.1
H -3.8938 -6.8106 0.0948 1.6 0.2 0.3
H -4.4426 -5.3601 2.1041 0.4 -0.1 -0.6
H -2.7410 -5.2632 2.4496 -0.1 0.7 -0.3
H 2.1641 7.7888 -0.3673 -0.6 -0.3 0.0
H 0.7043 7.5828 -1.2230 -1.5 0.8 -1.5
H -0.2068 8.0306 1.0754 -0.7 -0.4 0.1
H 1.2538 7.3387 1.6477 0.3 -0.7 1.0
H 2.2252 5.3986 -0.0281 1.4 -0.8 1.0
H 1.2705 5.4066 -1.5277 -0.3 -0.6 1.0
H -0.9341 5.6256 0.1270 1.1 -0.2 0.2
```
Forces are in eV/Å.

Properties
E = -1089.3263 Ha
structure (SMILES) = O=c1c2cnc3c(c2[nH]n1-c1ccc(OC2CCC2)cc1)CCCC3
energy relative to the best compared isomer or geometry (same formula, charge and spin) = 6.151 eV
highest occupied orbital energy = -8.2 eV

Atomic partial charges in e from the Mulliken method, atoms 1 to 4:
1 O -0.746
2 N -0.701
3 O -0.433
4 C 0.323